# 1
Below is a molecular structure, C64H52BrF4N5O3P3SSe2Tl, with properties calculated with the ωB97M-V functional and the def2-TZVPD basis.

```
136
Properties=species:S:1:pos:R:3
Tl -1.2798 -0.2930 0.9941
F -0.0602 2.4867 7.8923
C 0.4512 2.0763 6.7304
C 1.6759 1.4485 6.6934
F 2.3760 1.2905 7.8248
C 2.1891 1.0060 5.4864
F 3.4412 0.5298 5.5445
C 1.5100 1.1263 4.2842
P 1.8743 0.3150 2.6285
C 3.5591 1.0176 2.3520
C 4.5890 0.2592 1.7949
C 5.8024 0.8477 1.4685
C 5.9944 2.2080 1.6603
C 4.9624 2.9817 2.1719
C 3.7545 2.3910 2.5090
C 2.2659 -1.4643 2.9327
C 1.5080 -2.3280 2.1436
C 1.6353 -3.7045 2.2642
C 2.5358 -4.2382 3.1703
C 3.3529 -3.3878 3.9041
C 3.2325 -2.0112 3.7771
C 0.3248 1.8836 4.3426
Br -0.4862 2.5028 2.7607
C -0.2048 2.3240 5.5404
F -1.3533 3.0048 5.5838
H 4.4367 -0.7948 1.6101
H 6.6004 0.2402 1.0587
H 6.9440 2.6599 1.4005
H 5.0962 4.0491 2.3040
H 2.9456 3.0018 2.8974
H 0.7955 -1.9140 1.4394
H 1.0153 -4.3525 1.6577
H 2.6195 -5.3115 3.2937
H 4.0915 -3.7929 4.5866
H 3.9270 -1.3835 4.3057
Se 2.3034 1.5717 -6.1168
P 3.0492 0.4755 -4.4590
C 4.6804 1.1531 -4.0076
C 5.5948 1.3473 -5.0443
C 6.8360 1.9031 -4.7855
C 7.1576 2.3007 -3.4929
C 6.2426 2.1256 -2.4674
C 5.0058 1.5404 -2.7140
C 3.3539 -1.2308 -5.0350
C 4.6099 -1.8091 -5.1542
C 4.7378 -3.0748 -5.7140
C 3.6177 -3.7691 -6.1411
C 2.3573 -3.1996 -6.0038
C 2.2272 -1.9342 -5.4596
C 2.1371 0.2456 -2.9483
C 0.9344 0.5877 -2.3002
N 0.9458 -0.0897 -1.1403
N 2.0620 -0.7976 -1.0600
N 2.7949 -0.6219 -2.1333
P -0.4104 1.7738 -2.5792
Se -2.2401 1.3035 -1.5138
C 0.4649 3.3468 -2.2051
C 1.6919 3.6922 -2.7656
C 2.3458 4.8416 -2.3510
C 1.7838 5.6496 -1.3689
C 0.5634 5.3083 -0.8058
C -0.0941 4.1570 -1.2221
C -0.6898 1.7502 -4.3685
C -0.9795 0.5180 -4.9515
C -1.4058 0.4546 -6.2661
C -1.5676 1.6236 -6.9987
C -1.3189 2.8534 -6.4076
C -0.8936 2.9203 -5.0897
H 5.3111 1.0738 -6.0530
H 7.5466 2.0354 -5.5927
H 8.1213 2.7524 -3.2878
H 6.4884 2.4441 -1.4640
H 4.3051 1.3741 -1.9050
H 5.4869 -1.2802 -4.8072
H 5.7217 -3.5171 -5.8170
H 3.7248 -4.7541 -6.5795
H 1.4773 -3.7407 -6.3297
H 1.2531 -1.4661 -5.3716
H 2.1329 3.0734 -3.5360
H 3.3010 5.1029 -2.7912
H 2.3009 6.5454 -1.0450
H 0.1267 5.9305 -0.0335
H -1.0425 3.8612 -0.7851
H -0.8812 -0.3825 -4.3549
H -1.6136 -0.5055 -6.7234
H -1.8910 1.5733 -8.0317
H -1.4521 3.7645 -6.9792
H -0.7039 3.8756 -4.6151
C -6.5856 1.4049 6.0744
C -5.5043 0.5130 5.5170
C -5.0266 -0.5590 6.2679
C -3.9996 -1.3547 5.7850
C -3.4400 -1.0743 4.5467
C -3.9174 -0.0290 3.7727
C -4.9545 0.7526 4.2627
S -1.9524 -1.9489 4.0670
O -1.8121 -3.0527 4.9986
O -0.9383 -0.9097 4.1807
N -2.0235 -2.3718 2.5623
C -2.8575 -3.2684 1.9793
C -3.8638 -3.9852 2.6160
C -4.7175 -4.8359 1.8998
C -4.5950 -5.0060 0.5476
C -3.5809 -4.3118 -0.1515
C -3.4158 -4.3974 -1.5518
C -2.4401 -3.6721 -2.1731
C -1.6095 -2.8512 -1.3893
N -1.7301 -2.7459 -0.0905
C -2.7016 -3.4476 0.5499
H -6.2953 1.7857 7.0555
H -7.5217 0.8537 6.1928
H -6.7679 2.2529 5.4149
H -5.4576 -0.7653 7.2426
H -3.6039 -2.1877 6.3519
H -3.4908 0.1740 2.7934
H -5.3410 1.5639 3.6566
H -3.9894 -3.8560 3.6834
H -5.5044 -5.3570 2.4338
H -5.2790 -5.6438 -0.0009
H -4.0814 -5.0368 -2.1221
H -2.3047 -3.7100 -3.2464
H -0.8198 -2.2556 -1.8406
C -5.6437 -1.0496 0.8653
C -5.1005 0.0588 -0.0593
C -5.8538 1.3726 0.2406
C -5.4245 -0.3588 -1.5112
O -3.7437 0.2346 0.1084
H -6.6963 -1.2743 0.6512
H -5.5593 -0.7578 1.9111
H -5.0520 -1.9543 0.7175
H -6.9266 1.2937 0.0287
H -5.4204 2.1682 -0.3706
H -5.7174 1.6381 1.2922
H -6.5006 -0.5071 -1.6573
H -4.9038 -1.2936 -1.7382
H -5.0675 0.4107 -2.1998
```

Orbital gap, eV: 5.8
Lowest unoccupied orbital energy, eV: 3.69
HOMO energy, eV: -2.08
Max |F|, eV/Å: 0.82
ΔE to the lowest compared entry with this formula, charge and spin, kcal per mole: 16.71
Charge: -2

Results of the Löwdin charge analysis, in e, for atoms 1 through 6:
1. Tl 0.661
2. F 0.118
3. C -0.139
4. C -0.140
5. F 0.106
6. C -0.200

=====

# 2
Below is a molecular structure, C64H53AlBFNO10 in a non-equilibrium geometry, with properties calculated with the ωB97M-V functional and the def2-TZVPD basis.

```
131
Properties=species:S:1:pos:R:3
C -3.3404 1.2591 1.0654
O -2.4212 0.4379 1.7344
C -1.0689 0.6244 1.3168
C -0.2059 1.1984 2.4396
C 0.9744 2.0759 1.9677
C 2.3258 1.6420 2.5467
C 2.9806 0.4679 1.7836
C 3.7092 -0.5814 2.6532
C 3.5313 -2.0414 2.1850
Al 1.6967 -2.5837 1.5563
F 1.4417 -4.2420 1.9290
B 1.5849 -2.3890 -0.6227
N 0.4154 -2.7075 -1.4519
O 2.7402 -2.0627 -1.3974
H -4.2692 1.2730 1.6418
H -2.9769 2.2918 0.9643
H -3.5597 0.8822 0.0556
H -1.0441 1.2825 0.4361
H -0.6816 -0.3597 1.0281
H 0.1826 0.3598 3.0272
H -0.8713 1.7799 3.0885
H 0.7764 3.1186 2.2443
H 1.0455 2.0475 0.8705
H 2.2125 1.3972 3.6102
H 3.0052 2.5027 2.4948
H 2.2439 -0.0265 1.1384
H 3.7209 0.9170 1.1053
H 3.3742 -0.4824 3.6939
H 4.7818 -0.3260 2.6663
H 3.7975 -2.7071 3.0219
H 4.2546 -2.2726 1.3875
H 0.5267 -1.7010 2.2722
H 0.6359 -2.5625 -2.4389
H -0.3848 -2.1223 -1.2386
H 2.6847 -1.1717 -1.7449
C -1.6003 -2.3974 4.4196
C -1.5919 -3.7856 4.4572
C -1.0455 -4.4497 5.5426
C -0.4980 -3.7276 6.5956
C -0.4929 -2.3285 6.5506
C -1.0469 -1.6704 5.4603
C 0.1126 -1.5246 7.6441
O 0.1028 -0.3115 7.6342
C 0.7426 -2.2664 8.7810
C 1.3597 -1.5442 9.7957
C 1.9404 -2.2075 10.8626
C 1.9028 -3.5968 10.9245
C 1.2899 -4.3200 9.9160
C 0.7119 -3.6585 8.8387
C 0.0707 -4.4642 7.7531
O 0.0231 -5.6746 7.8339
H -2.0085 -1.8786 3.5620
H -1.9957 -4.3495 3.6273
H -1.0246 -5.5299 5.5828
H -1.0258 -0.5896 5.4313
H 1.3763 -0.4649 9.7289
H 2.4256 -1.6432 11.6489
H 2.3558 -4.1143 11.7606
H 1.2527 -5.4005 9.9427
C 8.2928 5.4236 -0.8025
C 7.5652 4.3840 -0.2326
C 6.3638 4.6434 0.4044
C 5.8880 5.9473 0.4777
C 6.6216 6.9923 -0.0859
C 7.8240 6.7241 -0.7299
C 6.1446 8.4024 -0.0026
O 6.7746 9.3116 -0.5008
C 4.8634 8.6580 0.7197
C 4.4118 9.9666 0.8465
C 3.2216 10.2257 1.5040
C 2.4735 9.1798 2.0345
C 2.9189 7.8747 1.9131
C 4.1162 7.6105 1.2593
C 4.5833 6.1965 1.1571
O 3.9312 5.2836 1.6097
H 9.2290 5.2161 -1.3043
H 7.9357 3.3687 -0.2871
H 5.7810 3.8473 0.8481
H 8.3774 7.5445 -1.1660
H 5.0044 10.7666 0.4242
H 2.8725 11.2453 1.6041
H 1.5412 9.3848 2.5443
H 2.3530 7.0474 2.3196
C -3.1867 -8.2683 -8.0607
C -4.0471 -8.0125 -6.9977
C -3.5676 -7.4178 -5.8435
C -2.2230 -7.0802 -5.7427
C -1.3591 -7.3453 -6.8038
C -1.8467 -7.9358 -7.9642
C 0.0959 -7.0147 -6.7151
O 0.8368 -7.2378 -7.6511
C 0.5891 -6.4140 -5.4487
C 1.9435 -6.1318 -5.3252
C 2.4272 -5.5624 -4.1583
C 1.5643 -5.2646 -3.1110
C 0.2110 -5.5433 -3.2257
C -0.2805 -6.1219 -4.3900
C -1.7341 -6.4258 -4.4877
O -2.5085 -6.1602 -3.5945
H -3.5643 -8.7294 -8.9644
H -5.0938 -8.2782 -7.0722
H -4.2204 -7.2061 -5.0075
H -1.1606 -8.1284 -8.7778
H 2.6029 -6.3630 -6.1507
H 3.4826 -5.3431 -4.0617
H 1.9400 -4.8101 -2.2045
H -0.4632 -5.3009 -2.4158
C -3.4164 0.1596 -5.3969
C -4.2026 0.0373 -6.5376
C -5.3328 0.8220 -6.6926
C -5.6874 1.7305 -5.7023
C -4.9019 1.8477 -4.5541
C -3.7641 1.0631 -4.4072
C -5.2684 2.7918 -3.4596
O -4.5783 2.9023 -2.4708
C -6.5201 3.5884 -3.6238
C -6.9115 4.4424 -2.5998
C -8.0632 5.1985 -2.7342
C -8.8263 5.1090 -3.8938
C -8.4413 4.2587 -4.9159
C -7.2894 3.4920 -4.7837
C -6.9053 2.5683 -5.8924
O -7.5658 2.5022 -6.9075
H -2.5339 -0.4552 -5.2782
H -3.9320 -0.6753 -7.3058
H -5.9538 0.7411 -7.5742
H -3.1680 1.1677 -3.5109
H -6.3030 4.5003 -1.7077
H -8.3692 5.8604 -1.9345
H -9.7245 5.7039 -3.9976
H -9.0228 4.1738 -5.8237
```

Orbital gap, eV: 4.6
Lowest unoccupied orbital energy, eV: 0.20
HOMO energy, eV: -4.41
Max |F|, eV/Å: 1.16
Charge: -1

Results of the Löwdin charge analysis, in e, for atoms 1 through 6:
1. C -0.134
2. O -0.208
3. C -0.240
4. C -0.176
5. C -0.205
6. C -0.211

=====

# 3
Below is a molecular structure, C64H56BBr3N11O16 in a non-equilibrium geometry, with properties calculated with the ωB97M-V functional and the def2-TZVPD basis.

```
151
Properties=species:S:1:pos:R:3
O -28.8701 -2.6439 -28.3922
C -29.0754 -3.8685 -28.3777
O -29.6049 -4.5474 -27.3483
B -29.4898 -5.9670 -27.6689
O -29.1518 -5.9421 -29.1238
C -28.8248 -4.7226 -29.5743
O -28.3980 -4.3956 -30.7158
O -30.7597 -6.7073 -27.4312
C -30.5570 -7.6913 -26.5822
O -31.3351 -8.5330 -26.2136
C -29.0800 -7.5589 -26.0710
O -28.5400 -6.7074 -26.8581
O -28.4338 -8.2422 -25.2427
C -28.1216 -7.5892 -21.7496
Br -26.6825 -6.7762 -22.8831
Br -28.8641 -6.2641 -20.5605
Br -27.5534 -9.1855 -20.7030
H -28.8137 -7.9876 -22.4915
C -32.1782 -7.0841 -23.1569
C -32.5658 -7.2031 -21.8263
C -32.3954 -6.0816 -20.9752
C -31.9002 -4.8719 -21.5131
C -31.7199 -4.7182 -22.8810
C -31.8422 -5.7989 -23.6926
N -31.7775 -3.7309 -20.6628
O -32.2306 -3.8796 -19.5437
O -31.2026 -2.6491 -20.9964
H -32.2815 -7.9955 -23.7269
H -32.8172 -8.1410 -21.3537
H -32.7571 -6.0866 -19.9576
H -31.6489 -3.7446 -23.3431
H -31.7344 -5.5610 -24.7406
C -26.4300 0.3863 -32.3329
C -26.4677 -0.7177 -31.5630
C -26.4314 -1.9872 -32.1112
C -26.1877 -2.1276 -33.4786
C -26.1122 -1.0017 -34.2494
C -26.2595 0.2557 -33.7054
N -26.1739 -3.4384 -34.0800
O -26.1321 -4.3882 -33.3002
O -26.1774 -3.4874 -35.3249
H -26.7093 1.3127 -31.8532
H -26.6816 -0.5547 -30.5170
H -26.4524 -2.8222 -31.4264
H -26.0047 -1.0150 -35.3240
H -26.2100 1.1472 -34.3131
C -27.9193 -13.1361 -25.2349
C -28.4080 -11.8367 -25.2407
C -29.3497 -11.4028 -24.3103
C -29.7543 -12.2655 -23.3164
C -29.0986 -13.5032 -23.1596
C -28.3540 -14.0485 -24.2144
N -30.6181 -11.7534 -22.2432
O -30.6326 -12.2796 -21.1319
O -31.1349 -10.6106 -22.3067
H -27.1616 -13.4469 -25.9389
H -28.0176 -11.1024 -25.9298
H -29.8293 -10.4357 -24.2768
H -29.2569 -14.1113 -22.2812
H -27.8728 -15.0140 -24.1643
C -29.9248 -7.8052 -33.8076
C -29.8238 -6.5939 -33.1179
C -30.8960 -6.0180 -32.4127
C -32.1683 -6.6391 -32.5616
C -32.3219 -7.8286 -33.3443
C -31.1726 -8.4581 -33.9210
N -33.2840 -5.9775 -32.0228
O -33.1536 -5.0240 -31.2266
O -34.3969 -6.3066 -32.4430
H -29.0721 -8.1812 -34.3535
H -28.8890 -6.0960 -32.9068
H -30.8048 -5.0812 -31.8831
H -33.2836 -8.3089 -33.4486
H -31.3181 -9.3411 -34.5256
N -28.3496 1.5641 -27.4776
C -28.8915 2.7834 -27.7160
C -29.6196 3.1154 -28.8310
C -29.5760 2.2582 -29.9139
C -29.0703 0.9200 -29.7315
C -28.4951 0.6496 -28.5031
H -28.8590 3.4360 -26.8562
H -30.1070 4.0744 -28.9265
H -29.9273 2.5344 -30.8971
H -29.1663 0.1981 -30.5290
H -28.1386 -0.3594 -28.3575
N -34.4207 -10.2646 -24.3376
C -33.4030 -10.6582 -25.0777
C -32.8509 -11.9496 -25.1049
C -33.4472 -12.9118 -24.2688
C -34.5326 -12.5605 -23.4860
C -34.9623 -11.2447 -23.5590
H -32.8742 -9.9913 -25.7425
H -32.0073 -12.1412 -25.7515
H -33.1316 -13.9444 -24.2426
H -35.0314 -13.3664 -22.9680
H -35.7589 -10.9164 -22.9078
N -30.2666 -0.8743 -33.6916
C -30.0379 -1.7574 -32.7354
C -30.8388 -1.8632 -31.6219
C -31.8156 -0.8526 -31.3424
C -31.9428 0.1070 -32.2603
C -31.1672 0.1298 -33.3786
H -29.2778 -2.4275 -33.1091
H -30.6801 -2.6791 -30.9324
H -32.4908 -0.9675 -30.5073
H -32.6455 0.9266 -32.2336
H -31.3274 0.9789 -34.0266
N -27.1594 -0.2450 -24.7938
C -26.7131 -0.2756 -23.5386
C -26.9148 -1.3269 -22.6434
C -27.5429 -2.4780 -23.0704
C -27.9975 -2.5534 -24.3671
C -27.6930 -1.4316 -25.2064
H -26.2895 0.5861 -23.0443
H -26.6460 -1.2165 -21.6032
H -27.7252 -3.3655 -22.4826
H -28.3804 -3.4945 -24.7333
H -27.9518 -1.5033 -26.2525
N -27.4853 -10.0856 -28.4758
C -28.8850 -10.0364 -28.3889
C -29.6690 -9.8870 -29.5802
C -28.9232 -9.7530 -30.7983
C -27.5450 -9.8044 -30.8908
C -26.8712 -9.9756 -29.6708
H -29.4476 -9.9694 -27.4694
H -30.7488 -9.9000 -29.5878
H -29.4900 -9.5718 -31.6996
H -27.0103 -9.8166 -31.8291
H -25.7958 -10.0324 -29.7533
N -24.7005 -2.3997 -27.8493
C -24.7089 -2.8861 -29.1557
C -25.0436 -4.1489 -29.5401
C -25.5728 -5.0011 -28.6364
C -25.5871 -4.6479 -27.3426
C -25.2739 -3.3060 -26.9447
H -24.1101 -2.3084 -29.8442
H -25.1287 -4.5277 -30.5480
H -25.8249 -5.9924 -28.9831
H -25.9604 -5.2742 -26.5458
H -25.4093 -2.9738 -25.9260
N -23.0884 -9.0274 -27.2588
C -24.3339 -9.5423 -26.9737
C -25.1905 -8.8011 -26.2086
C -24.8796 -7.4806 -25.9201
C -23.7069 -6.9185 -26.3279
C -22.8441 -7.7439 -27.0073
H -24.6021 -10.5402 -27.2877
H -26.2318 -8.9310 -25.9532
H -25.6866 -6.9059 -25.4901
H -23.6219 -5.8419 -26.3170
H -22.1388 -7.1870 -27.6063
```

Orbital gap (alpha / beta), eV: 6.4 / 2.4
Lowest unoccupied orbital energy (alpha / beta), eV: -2.56 / -6.58
HOMO energy (alpha / beta), eV: -8.96 / -8.96
Max |F|, eV/Å: 5.26
Charge: 0
Multiplicity: 2

Results of the Löwdin charge analysis, in e, for atoms 1 through 6:
1. O 0.113
2. C -0.336
3. O 0.239
4. B -0.884
5. O 0.208
6. C -0.328

=====

Question: What is the charge in the second record?
Answer: -1